C25H32B3ClO5 | ωB97M-V with the def2-TZVPD basis set

The geometry in XYZ format:
```
66
Properties=species:S:1:pos:R:3
C -0.3783 -2.0033 0.2475
C -0.2217 -0.5374 0.7180
B -1.4999 0.2290 0.2541
O -1.8176 0.2372 -1.1074
B -2.2092 1.5066 -1.4710
Cl -1.4507 2.2377 -2.8804
O -3.1371 2.1489 -0.7171
B -3.3997 1.4871 0.4768
C -4.8758 1.4313 0.9834
C -5.7764 0.9589 -0.1449
O -5.2848 -0.2246 -0.7845
C -5.9976 -1.3819 -0.5162
O -7.0657 -1.5760 -1.0811
C -5.3931 -2.4212 0.3938
C -4.4347 -1.9293 1.4667
O -2.3213 0.9098 1.1322
H -1.3674 -2.3638 0.5113
H -0.2922 -2.0412 -0.8294
H 0.3859 -2.6266 0.6890
H 0.6616 -0.1275 0.2420
H -0.1263 -0.4674 1.7939
H -5.0023 0.8339 1.8755
H -5.1680 2.4479 1.2425
H -5.7550 1.7341 -0.8986
H -6.8003 0.8417 0.1843
H -4.8319 -3.0785 -0.2601
H -6.2112 -2.9458 0.8604
H -3.7537 -1.1692 1.1170
H -4.9628 -1.5412 2.3286
H -3.8339 -2.7507 1.8361
C 4.6046 -0.4060 2.9575
C 4.5405 -1.7861 2.8275
C 3.3882 -2.4650 3.1987
C 2.2984 -1.7618 3.6921
C 2.3628 -0.3808 3.8192
C 3.5172 0.2971 3.4554
H 5.5028 0.1248 2.6717
H 5.3887 -2.3332 2.4369
H 3.3392 -3.5419 3.1026
H 1.3976 -2.2903 3.9772
H 1.5114 0.1672 4.2022
H 3.5710 1.3736 3.5575
C 6.1663 5.1099 2.6229
C 5.2670 4.8430 1.6001
C 5.2915 3.6135 0.9573
C 6.2113 2.6486 1.3425
C 7.1085 2.9139 2.3675
C 7.0882 4.1460 3.0056
H 6.1486 6.0697 3.1223
H 4.5466 5.5941 1.3035
H 4.5935 3.4067 0.1565
H 6.2274 1.6884 0.8432
H 7.8242 2.1600 2.6693
H 7.7907 4.3548 3.8018
C -0.1924 -1.1525 -5.1210
C -1.5288 -0.7828 -5.0753
C -2.4503 -1.4085 -5.9031
C -2.0361 -2.4087 -6.7716
C -0.6997 -2.7800 -6.8152
C 0.2230 -2.1498 -5.9922
H 0.5257 -0.6619 -4.4761
H -1.8477 -0.0068 -4.3928
H -3.4921 -1.1169 -5.8707
H -2.7554 -2.8993 -7.4145
H -0.3770 -3.5610 -7.4914
H 1.2660 -2.4364 -6.0294
```

HOMO energy (eV): -9.23
LUMO (Eh): 0.0122
Net charge: 0

C25H32GeN2PtSi | ωB97M-V with the def2-TZVPD basis set

The geometry in XYZ format:
```
62
Properties=species:S:1:pos:R:3
Pt 0.4061 -1.5737 2.0109
C 0.1862 -3.3241 3.8474
C 1.5565 -2.8979 3.6993
C 1.9817 -3.2020 2.3986
C 0.8285 -3.6681 1.6737
C -0.2520 -3.8294 2.6332
H -0.4005 -3.2381 4.7489
H 2.1728 -2.4883 4.4846
H 2.9759 -3.0894 1.9985
H 0.8436 -4.0653 0.6708
H -1.2285 -4.2282 2.4116
C 0.9609 3.7588 3.2915
N 0.3438 2.4476 3.2134
C -0.8661 2.0789 3.7474
C -1.0241 0.7578 3.4620
N 0.0738 0.3214 2.7636
C 0.8769 1.3564 2.6349
H 0.1841 4.5194 3.2835
H 1.6005 3.9067 2.4243
H 1.5530 3.8561 4.2004
H -1.4971 2.7790 4.2652
H -1.8437 0.0987 3.6857
H 1.8262 1.3454 2.1281
C -3.3339 0.2703 -2.2800
Ge -2.5096 1.1593 -0.7405
C -3.4955 0.6151 0.8649
C -2.7337 3.0986 -0.9555
C -0.6034 0.7677 -0.4850
H -4.4166 0.3558 -2.1708
H -3.0780 -0.7882 -2.3221
H -3.0521 0.7425 -3.2214
H -4.5584 0.7982 0.6984
H -3.1802 1.1989 1.7316
H -3.3553 -0.4420 1.0867
H -3.7882 3.3619 -1.0459
H -2.2121 3.4495 -1.8468
H -2.3214 3.6242 -0.0922
H -0.3334 1.3086 0.4256
C 2.1704 2.0590 -3.5216
C 1.0337 1.3464 -3.8742
C 0.1227 0.9459 -2.9087
C 0.3228 1.2399 -1.5599
C 1.4677 1.9661 -1.2245
C 2.3808 2.3710 -2.1868
Si -0.3613 -1.1147 -0.0985
C 0.7332 -1.8584 -1.4450
C 2.1182 -1.6785 -1.4433
C 2.9125 -2.1845 -2.4608
C 2.3349 -2.8992 -3.5027
C 0.9631 -3.1018 -3.5183
C 0.1747 -2.5826 -2.4987
H 2.8834 2.3644 -4.2761
H 0.8558 1.0881 -4.9108
H -0.7434 0.3666 -3.2095
H 1.6441 2.2142 -0.1831
H 3.2614 2.9289 -1.8916
H -1.6869 -1.7574 -0.3907
H 2.5805 -1.1272 -0.6303
H 3.9835 -2.0237 -2.4434
H 2.9535 -3.2994 -4.2964
H 0.5065 -3.6629 -4.3246
H -0.8984 -2.7426 -2.5254
```

HOMO energy (eV): -7.02
LUMO (Eh): 0.0085
Net charge: 0

C25H32N4O3 | ωB97M-V with the def2-TZVPD basis set

The geometry in XYZ format:
```
64
Properties=species:S:1:pos:R:3
C 4.9982 5.7054 -0.5191
H 4.5779 6.7097 -0.5318
O 3.9271 4.8490 -0.1991
C 4.1630 3.5164 -0.1079
C 5.3958 2.9038 -0.3162
C 5.5078 1.5330 -0.1945
C 4.4109 0.7362 0.1202
C 3.1815 1.3584 0.3421
C 3.0615 2.7255 0.2308
H 2.1172 3.2161 0.4069
H 2.3063 0.7958 0.6357
C 4.6504 -0.7296 0.2237
O 5.7528 -1.1982 0.4152
N 3.5250 -1.4934 0.0623
C 3.4787 -2.8770 0.0963
C 4.4911 -3.8087 0.2178
C 3.8306 -5.0415 0.1837
N 2.5297 -4.8857 0.0536
N 2.3105 -3.5658 -0.0005
C 0.9474 -3.1043 -0.1118
H 0.3546 -4.0268 -0.1310
C 0.6817 -2.3371 -1.4110
C -0.7725 -1.8751 -1.4479
N -1.0477 -1.0280 -0.3011
C -0.9288 -1.8079 0.9182
C 0.5117 -2.2759 1.1005
H 1.1485 -1.3998 1.2237
H 0.5943 -2.8810 2.0047
H -1.2114 -1.1824 1.7654
H -1.6034 -2.6837 0.8990
C -2.3287 -0.3482 -0.4049
C -2.3943 0.8776 0.5062
H -2.4495 0.5734 1.5519
H -1.4827 1.4608 0.3675
C -3.6143 1.7540 0.1876
C -4.8777 0.9689 0.3435
C -5.4826 0.4165 1.4321
C -6.6512 -0.2295 0.9547
C -6.6790 -0.0282 -0.3917
O -5.6017 0.6996 -0.7672
C -7.6453 -0.4545 -1.4384
H -8.4418 -1.0366 -0.9848
H -8.0768 0.4138 -1.9353
H -7.1464 -1.0596 -2.1947
H -7.3701 -0.7685 1.5376
H -5.1472 0.4598 2.4482
C -3.6331 2.9957 1.0816
H -3.6914 2.7082 2.1282
H -4.4929 3.6186 0.8483
H -2.7290 3.5808 0.9321
H -3.5584 2.0691 -0.8598
H -2.4407 -0.0109 -1.4386
H -3.1692 -1.0271 -0.1820
H -0.9420 -1.2954 -2.3582
H -1.4398 -2.7557 -1.4727
H 1.3202 -1.4565 -1.4899
H 0.8898 -2.9822 -2.2660
H 4.2530 -6.0242 0.2475
H 5.5358 -3.6090 0.3170
H 2.6592 -1.0200 -0.1421
H 6.4608 1.0490 -0.3458
H 6.2700 3.4823 -0.5688
H 5.7911 5.6547 0.2335
H 5.4154 5.4755 -1.5045
```

HOMO energy (eV): -8.19
LUMO (Eh): 0.0218
Net charge: 0

C25H32N4O3 | ωB97M-V with the def2-TZVPD basis set

The geometry in XYZ format:
```
64
Properties=species:S:1:pos:R:3
C 0.9886 4.4219 -0.5330
C 0.7151 3.1710 0.2392
C 1.7382 2.5449 0.9410
C 1.5155 1.3807 1.6631
C 0.2489 0.8102 1.6469
C -0.7741 1.4034 0.9195
C -0.5490 2.5966 0.2433
H -1.3666 3.0824 -0.2697
N -2.0609 0.8002 0.8901
C -2.6367 0.2903 -0.2230
O -3.7503 -0.2122 -0.1901
C -1.8115 0.3120 -1.4968
C -0.6877 -0.7346 -1.4139
C 0.3552 -0.4824 -2.4915
O 0.4671 -1.1706 -3.4786
N 1.1308 0.6077 -2.2150
C 2.1694 1.1538 -2.9612
N 2.6992 2.2392 -2.4043
C 3.7046 2.8297 -3.0302
C 4.2265 2.3823 -4.2277
C 3.6689 1.2489 -4.8196
C 2.6175 0.6231 -4.1687
H 2.1485 -0.2560 -4.5765
C 4.1988 0.7247 -6.1152
H 3.6015 -0.1112 -6.4686
H 5.2285 0.3912 -5.9897
H 4.1945 1.5089 -6.8707
H 5.0481 2.9005 -4.6971
H 4.1042 3.7065 -2.5366
H 0.9685 1.1169 -1.3535
H -1.1029 -1.7320 -1.5606
H -0.2016 -0.6953 -0.4372
H -2.4773 0.0665 -2.3250
H -1.3928 1.3019 -1.6701
C -2.7442 0.6447 2.1685
H -3.8100 0.8360 2.0181
H -2.3272 1.3672 2.8711
C -2.5403 -0.7758 2.7312
O -1.7210 -1.0049 3.5989
N -3.3427 -1.6804 2.1502
H -3.8821 -1.3625 1.3517
C -3.2816 -3.1128 2.3845
C -1.9477 -3.7337 1.9190
H -1.1728 -2.9675 1.9529
H -2.0084 -4.1217 0.9031
C -1.6391 -4.8086 2.9561
H -0.5859 -5.0850 2.9658
H -2.2321 -5.7038 2.7591
C -2.0918 -4.1519 4.2562
H -2.2022 -4.8610 5.0749
H -1.3752 -3.3838 4.5452
C -3.4158 -3.4882 3.8771
H -3.6136 -2.6069 4.4831
H -4.2434 -4.1863 4.0061
H -4.1129 -3.5384 1.8174
H 0.0529 -0.0867 2.2143
C 2.6290 0.7294 2.4228
H 3.2596 0.1582 1.7407
H 2.2374 0.0512 3.1763
H 3.2538 1.4764 2.9069
H 2.7246 2.9836 0.9318
H 1.5693 5.1232 0.0619
H 0.0653 4.9026 -0.8458
H 1.5713 4.1662 -1.4180
```

HOMO energy (eV): -8.89
LUMO (Eh): 0.0249
Net charge: 0

C25H32N6NdO6S | ωB97M-V with the def2-TZVPD basis set

The geometry in XYZ format:
```
71
Properties=species:S:1:pos:R:3
Nd -0.2632 -0.2678 -0.3676
C 2.7264 0.6206 -2.6082
C 3.0654 0.7467 -1.1350
C 4.5550 0.9203 -0.9191
O 2.6088 -0.4653 -0.4964
C 2.2818 1.9460 -0.5359
O 2.7632 3.0696 -0.6300
O 1.1773 1.6099 0.0303
H 3.2923 -0.2010 -3.0537
H 2.9762 1.5528 -3.1174
H 1.6675 0.4231 -2.7552
H 5.1124 0.1247 -1.4223
H 4.7934 0.9032 0.1503
H 4.8582 1.8912 -1.3073
H 2.8691 -0.3997 0.4249
N -1.1710 3.6604 1.7720
C -1.7374 2.7515 0.9726
N -1.2620 1.5715 1.2774
C -0.3584 1.8350 2.2663
N -0.2825 3.0952 2.6121
C 0.5160 0.7986 2.8353
C 1.1787 0.9970 4.0430
N 2.0096 0.0911 4.5456
C 2.1826 -1.0201 3.8304
C 1.5313 -1.2225 2.6279
N 0.6983 -0.3142 2.1294
H -1.2700 4.6562 1.7524
H -2.4669 2.9810 0.2023
H 1.0261 1.9144 4.5986
H 2.8586 -1.7659 4.2326
H 1.6693 -2.1248 2.0386
C 0.9789 -3.7142 -2.3829
C 0.5394 -2.4711 -1.6598
O 0.0239 -1.5124 -2.3180
O 0.6961 -2.4135 -0.4069
H 0.4243 -4.5675 -1.9874
H 2.0404 -3.8786 -2.1879
H 0.8012 -3.6142 -3.4520
C -3.7023 -1.3778 -2.3186
C -4.5942 -1.0314 -1.1178
C -4.4763 0.4379 -0.6949
C -4.3993 -1.9812 0.0558
C -5.4878 -2.7870 0.3743
C -5.4855 -3.6561 1.4526
C -4.3561 -3.6822 2.2519
C -3.2317 -2.9079 1.9769
C -2.0961 -2.9585 2.9912
C -1.9057 -1.5817 3.6452
C -0.7911 -3.5130 2.4127
C -3.1983 -2.0661 0.8262
O -2.0877 -1.4049 0.5077
H -3.9340 -0.7338 -3.1749
H -3.8540 -2.4198 -2.6167
H -2.6587 -1.2514 -2.0885
H -5.6248 -1.1696 -1.4478
H -3.4672 0.6653 -0.3964
H -5.1328 0.6419 0.1573
H -4.7510 1.1054 -1.5184
H -6.3777 -2.7134 -0.2439
H -6.3505 -4.2693 1.6803
H -4.3394 -4.3210 3.1314
H -2.4171 -3.6450 3.7760
H -1.7102 -0.8375 2.8800
H -1.0725 -1.5904 4.3596
H -2.8123 -1.2894 4.1802
H -0.4288 -2.8849 1.6091
H -0.9510 -4.5158 2.0064
H -0.0185 -3.5793 3.1905
S -2.4777 3.6399 -2.6785
C -1.6792 2.2944 -2.2404
N -1.1396 1.3153 -1.8852
```

Multiplicity: 4
HOMO energy (spin up / spin down) (eV): -4.81 / -4.81
LUMO (spin up / spin down) (Eh): 0.0686 / 0.0687
Net charge: -1

C25H33B2F4N10O5RbS | ωB97M-V with the def2-TZVPD basis set

The geometry in XYZ format:
```
81
Properties=species:S:1:pos:R:3
Rb -1.0849 -0.6984 0.4177
C 0.8455 -4.9581 -2.8944
C 0.6659 -3.7700 -2.0089
N -0.5098 -3.4480 -1.4547
O -1.4034 -4.3695 -1.5381
B -2.6956 -4.0495 -0.6469
F -2.9652 -2.7197 -0.8733
F -3.6546 -4.9035 -1.1132
O -2.3597 -4.3774 0.7313
N -1.2444 -3.6869 1.1226
C -0.8253 -3.9672 2.2985
C -1.5214 -4.9296 3.2060
C 0.4789 -3.3194 2.6711
N 0.7574 -2.2456 2.0363
O 2.0225 -1.7450 2.2516
B 2.3821 -0.8045 1.2100
F 3.6002 -0.2364 1.4691
F 1.3969 0.1516 0.9274
O 2.6244 -1.5898 -0.1367
N 1.5381 -2.0783 -0.6659
C 1.7768 -2.9677 -1.6257
C 3.1428 -3.2446 -2.1629
C 1.3845 -3.9957 3.6514
H -0.0524 -5.5672 -2.8860
H 1.6950 -5.5602 -2.5711
H 1.0417 -4.6365 -3.9201
H -2.4676 -4.4977 3.5382
H -0.9229 -5.1713 4.0810
H -1.7668 -5.8413 2.6614
H 3.8236 -2.4426 -1.8985
H 3.1070 -3.3600 -3.2466
H 3.5362 -4.1754 -1.7468
H 1.4492 -5.0649 3.4434
H 1.0001 -3.8789 4.6672
H 2.3745 -3.5532 3.6035
N -5.9870 -1.7576 -0.8597
C -5.0167 -0.8833 -0.5792
S -4.4757 -0.5347 0.9440
N -4.5827 -0.2146 -1.7267
N -3.3200 0.1434 -1.6802
C -2.9690 0.9521 -2.6408
C -1.5796 1.3444 -2.8682
C -1.3169 2.2922 -3.8510
C -0.0038 2.6669 -4.0902
C 0.9991 2.0737 -3.3465
C 0.6433 1.1291 -2.3840
N -0.6057 0.7687 -2.1417
H -6.3447 -2.3418 -0.1246
H -6.1985 -1.9686 -1.8204
H -3.7370 1.3524 -3.3042
H -2.1345 2.7281 -4.4108
H 0.2280 3.4063 -4.8453
H 2.0387 2.3330 -3.4925
H 1.4033 0.6546 -1.7714
C 2.8374 5.5242 3.5575
C 2.9476 5.2654 2.0632
N 1.8942 4.3660 1.5936
C 2.2955 2.9947 1.2830
C 3.0099 2.8983 -0.0570
C 0.7116 4.9285 1.2461
O 0.5335 6.1397 1.2570
C -0.4480 4.0427 0.8689
C -1.2058 4.3829 -0.2440
C -2.3611 3.6721 -0.5117
C -2.7343 2.6526 0.3548
N -2.0306 2.3258 1.4363
C -0.9132 3.0148 1.6774
H 3.6434 6.1781 3.8935
H 2.8966 4.5906 4.1197
H 1.8870 6.0079 3.7821
H 3.9049 4.8032 1.8214
H 2.8747 6.2036 1.5150
H 1.4341 2.3401 1.2816
H 2.9482 2.6470 2.0858
H 2.3291 3.1855 -0.8621
H 3.3491 1.8759 -0.2238
H 3.8764 3.5611 -0.0930
H -0.8943 5.2166 -0.8609
H -2.9822 3.9173 -1.3639
H -3.6359 2.0740 0.1909
H -0.3778 2.7494 2.5841
```

HOMO energy (spin up / spin down) (eV): -8.42 / -8.61
LUMO (spin up / spin down) (Eh): -0.0888 / -0.0836
Net charge: 0

C25H33B4F3O5 | ωB97M-V with the def2-TZVPD basis set

The geometry in XYZ format:
```
70
Properties=species:S:1:pos:R:3
C 1.7020 1.5117 -0.6964
C 2.0263 0.3013 -1.7930
C 0.7950 0.4123 -2.9192
C 1.3718 -0.3010 -4.2786
C 0.4686 -1.5452 -4.8490
C 0.1418 -2.5898 -3.6289
C 0.0033 -4.1614 -4.0751
B 0.0703 -5.0467 -2.6519
O -0.7203 -4.5530 -1.4724
B 0.2698 -4.2904 -0.3759
O 1.1828 -5.4307 -0.0263
B 1.7724 -5.9516 -1.2846
B 3.3943 -6.2568 -1.4552
O 4.3607 -5.1298 -1.4491
O 3.8734 -7.6691 -1.6484
O 0.8915 -6.2603 -2.4652
H 0.6492 1.2224 -0.2272
H 1.5560 2.4889 -1.3302
H 2.5334 1.6366 0.1182
H 2.0122 -0.7672 -1.2621
H 3.0907 0.4088 -2.2935
H -0.1749 -0.0696 -2.4757
H 0.5381 1.5551 -3.1436
H 2.4612 -0.7086 -4.0628
H 1.4570 0.5183 -5.1242
H 1.1466 -2.1071 -5.6515
H -0.5382 -1.1992 -5.3844
H 1.0459 -2.5395 -2.8550
H -0.8103 -2.1624 -3.0654
H 0.7906 -4.5216 -4.8706
H -1.0582 -4.2640 -4.6094
H 0.3268 -3.2482 0.2125
H 4.5032 -4.7717 -2.3896
H 3.0698 -8.2863 -1.5194
F -1.5774 0.9962 -0.3030
C -1.9083 0.4244 0.8624
C -2.6533 -0.7497 0.8613
C -2.9936 -1.3482 2.0744
C -2.5939 -0.7593 3.2766
C -1.8507 0.4220 3.2673
C -1.5011 1.0141 2.0540
H -2.9619 -1.1882 -0.0820
H -3.5691 -2.2705 2.0842
H -2.8634 -1.2240 4.2226
H -1.5443 0.8808 4.2043
H -0.9162 1.9275 2.0282
F 1.9109 4.9619 -1.7684
C 3.1250 5.2039 -1.2564
C 4.1501 4.2875 -1.4639
C 5.4158 4.5416 -0.9355
C 5.6394 5.7052 -0.1954
C 4.6027 6.6164 0.0116
C 3.3403 6.3675 -0.5264
H 3.9556 3.3851 -2.0343
H 6.2259 3.8352 -1.0986
H 6.6256 5.9008 0.2204
H 4.7781 7.5194 0.5915
H 2.5256 7.0693 -0.3827
F -4.2698 -0.4910 5.3172
C -5.0276 0.5901 5.5440
C -4.9632 1.6671 4.6667
C -5.7560 2.7909 4.8995
C -6.5970 2.8295 6.0144
C -6.6508 1.7456 6.8919
C -5.8664 0.6176 6.6526
H -4.2979 1.6225 3.8106
H -5.7187 3.6349 4.2153
H -7.2118 3.7081 6.1981
H -7.3031 1.7797 7.7612
H -5.9025 -0.2374 7.3195
```

HOMO energy (eV): -9.21
LUMO (Eh): 0.0041
Net charge: 0